Record 1
{
  "formula": "C4H4O2",
  "method": "ωB97M-V with the def2-TZVPD basis set",
  "species": ["C", "C", "C", "C", "H", "H", "H", "H", "O", "O"],
  "positions_angstrom": [[-0.253, 1.128, -0.514], [-0.716, 0.248, 0.688], [0.203, -1.020, 0.377], [0.969, -0.623, -0.677], [-0.420, 0.742, 1.638], [-1.831, -0.003, 0.974], [0.246, -1.928, 0.770], [1.805, -1.140, -1.096], [-0.677, 2.114, -0.981], [0.672, 0.482, -1.178]],
  "forces_ev_per_a": [[-3.05, -0.80, 1.39], [0.11, -1.87, 0.98], [-0.07, 5.56, -2.64], [0.04, -6.31, 4.22], [0.33, -0.19, -0.53], [1.93, 0.77, -1.64], [0.08, -3.49, 2.12], [0.17, -0.34, -0.37], [-1.01, 2.35, 0.05], [1.48, 4.32, -3.57]],
  "max_force_ev_per_a": 7.588,
  "de_lowest_kcal_mol": 26.4,
  "smiles": "O=C1CC=CO1",
  "e_tot_ha": -305.237324,
  "e_lumo_ev": 0.894
}



Record 2
{
  "formula": "C4H4O2",
  "method": "ωB97M-V with the def2-TZVPD basis set",
  "species": ["C", "C", "C", "C", "O", "O", "H", "H", "H", "H"],
  "positions_angstrom": [[-1.047, 0.041, 0.858], [0.015, -0.049, 0.026], [-0.555, 1.651, -0.466], [1.055, -1.065, -0.229], [-0.211, 2.636, -1.006], [-1.540, 1.362, 0.364], [-1.571, -0.649, 1.523], [0.585, -1.536, -1.082], [1.310, -1.796, 0.668], [1.960, -0.596, -0.656]],
  "forces_ev_per_a": [[1.89, 0.98, -3.13], [-1.35, 2.07, 1.48], [2.27, -3.18, 1.04], [0.52, -0.37, 0.57], [-0.51, -0.61, 0.02], [-2.20, 0.03, 1.76], [-0.09, 0.93, -0.14], [0.37, -1.17, -0.19], [-0.68, 1.56, -1.98], [-0.22, -0.25, 0.58]],
  "max_force_ev_per_a": 4.042,
  "de_lowest_kcal_mol": 58.6,
  "smiles": "CC1=COC1=O",
  "e_tot_ha": -305.186089,
  "e_lumo_ev": 0.850
}